[1]
ORCA calculation (ωB97M-V/def2-TZVPD) on a molecular structure, C51H50AsCoN5OP.

Charge = +2
HOMO energy (alpha / beta) = -12.2 / -12.2 eV
Spin multiplicity = 5
Expectation value of S² = 6.0223

Cartesian coordinates (Å):
Co (-0.254, -0.258, 0.009)
C (0.036, -0.398, -4.159)
C (-0.759, 0.677, -4.561)
C (-1.125, 1.648, -3.656)
C (-0.708, 1.534, -2.324)
N (-0.037, 0.439, -1.915)
C (0.360, -0.475, -2.835)
C (0.038, 2.735, -0.359)
C (1.126, 3.660, -0.612)
C (1.702, 4.431, 0.331)
C (1.475, 4.404, 1.768)
C (1.146, 3.313, 2.458)
N (0.936, 2.089, 1.758)
H (0.375, -1.153, -4.856)
H (-1.062, 0.772, -5.596)
H (-1.687, 2.511, -3.983)
H (0.935, -1.306, -2.447)
H (1.365, 3.856, -1.651)
H (2.379, 5.205, -0.018)
H (1.651, 5.317, 2.326)
H (1.059, 3.296, 3.539)
C (-1.927, 3.615, -1.601)
N (-0.931, 2.542, -1.395)
C (-0.124, 2.074, 0.791)
C (1.641, 0.972, 1.964)
C (2.769, 0.769, 2.821)
C (3.148, -0.528, 2.618)
C (2.249, -1.074, 1.662)
N (1.330, -0.166, 1.264)
C (-1.368, 4.975, -1.954)
C (-0.514, 5.153, -3.042)
C (-0.017, 6.411, -3.347)
C (-0.372, 7.509, -2.569)
C (-1.222, 7.341, -1.486)
C (-1.715, 6.076, -1.180)
H (-2.499, 3.704, -0.676)
H (-2.623, 3.269, -2.363)
H (-1.092, 1.700, 1.110)
H (3.225, 1.507, 3.466)
H (3.971, -1.051, 3.083)
H (2.244, -2.082, 1.268)
H (-0.218, 4.306, -3.653)
H (0.646, 6.538, -4.195)
H (0.014, 8.492, -2.810)
H (-1.505, 8.192, -0.878)
H (-2.375, 5.947, -0.326)
C (0.295, -3.976, -0.635)
C (0.220, -4.099, -2.158)
As (0.537, -5.935, -2.858)
C (-0.795, -6.733, -1.675)
C (-0.540, -7.253, -0.406)
C (-1.579, -7.755, 0.372)
C (-2.882, -7.737, -0.109)
C (-3.145, -7.219, -1.372)
C (-2.105, -6.727, -2.152)
C (2.177, -6.329, -1.886)
C (2.438, -7.645, -1.506)
C (3.644, -7.980, -0.902)
C (4.612, -7.008, -0.686)
C (4.376, -5.702, -1.093)
C (3.165, -5.367, -1.691)
P (-0.675, -2.610, 0.113)
C (-0.592, -2.951, 1.900)
C (0.244, -3.922, 2.443)
C (0.283, -4.119, 3.821)
C (-0.510, -3.350, 4.660)
C (-1.344, -2.373, 4.125)
C (-1.381, -2.173, 2.753)
C (-2.373, -3.036, -0.391)
C (-3.132, -3.981, 0.294)
C (-4.391, -4.338, -0.179)
C (-4.895, -3.760, -1.335)
C (-4.139, -2.823, -2.033)
C (-2.885, -2.461, -1.558)
H (1.332, -3.901, -0.308)
H (-0.134, -4.858, -0.164)
H (0.913, -3.423, -2.662)
H (-0.780, -3.875, -2.526)
H (0.473, -7.281, -0.021)
H (-1.367, -8.171, 1.352)
H (-3.689, -8.144, 0.491)
H (-4.158, -7.219, -1.759)
H (-2.316, -6.346, -3.146)
H (1.698, -8.417, -1.683)
H (3.832, -9.007, -0.608)
H (5.554, -7.271, -0.221)
H (5.142, -4.946, -0.957)
H (3.013, -4.350, -2.038)
H (0.867, -4.541, 1.806)
H (0.931, -4.882, 4.236)
H (-0.484, -3.514, 5.731)
H (-1.965, -1.772, 4.780)
H (-2.035, -1.417, 2.332)
H (-2.741, -4.455, 1.187)
H (-4.971, -5.081, 0.355)
H (-5.873, -4.050, -1.704)
H (-4.522, -2.389, -2.950)
H (-2.288, -1.733, -2.108)
C (-4.810, 0.116, 1.538)
N (-4.547, 0.357, 0.118)
C (-5.707, 0.620, -0.737)
C (-3.335, 0.322, -0.389)
O (-2.291, 0.077, 0.256)
H (-5.432, -0.772, 1.646)
H (-5.337, 0.971, 1.963)
H (-3.876, -0.032, 2.065)
H (-6.198, 1.544, -0.431)
H (-6.417, -0.201, -0.651)
H (-5.395, 0.708, -1.776)
H (-3.298, 0.496, -1.468)



[2]
ORCA calculation (ωB97M-V/def2-TZVPD) on a single C7H9NO4 molecule in a non-equilibrium geometry.

Charge = 0
HOMO energy = -8.1 eV
SMILES string = COC1=CC=CNC(=O)C1(O)O
Energy above the lowest of the compared OMol25 structures with the same formula, charge and spin = 47.1 kcal per mole

Cartesian coordinates (Å):
C (-0.024, -1.817, 0.798)
C (0.498, -0.475, 0.698)
C (-0.995, -2.441, -0.011)
C (-0.054, 0.628, 0.127)
C (-1.475, 0.508, -0.430)
C (-1.579, -0.665, -1.528)
C (1.776, 2.183, -0.245)
N (-1.538, -1.879, -1.141)
O (-2.373, 0.149, 0.590)
O (-2.016, 1.680, -0.884)
O (-1.988, -0.359, -2.623)
O (0.459, 1.881, -0.189)
H (0.412, -2.466, 1.583)
H (1.511, -0.433, 0.966)
H (-1.386, -3.363, 0.364)
H (1.845, 3.076, -0.637)
H (2.344, 1.483, -0.897)
H (2.287, 2.369, 0.707)
H (-1.778, -2.523, -1.939)
H (-2.637, 0.925, 1.071)
H (-2.123, 1.756, -1.817)



[3]
ORCA calculation (ωB97M-V/def2-TZVPD) on 2 unconnected molecules or ions with the total composition C2H9N2 in a non-equilibrium geometry.

Charge = +1
HOMO energy = -13.1 eV
Energy above the lowest of the compared OMol25 structures with the same formula, charge and spin = 18.5 kcal per mole

Cartesian coordinates (Å):
N (-0.699, 1.443, 1.045)
H (-1.688, 1.291, 0.848)
H (-0.443, 2.419, 0.906)
H (-0.137, 0.836, 0.402)
H (-0.486, 1.149, 1.996)
C (-0.363, -1.628, -0.144)
C (0.795, -1.008, -0.374)
N (0.920, 0.205, -1.095)
H (-1.305, -1.281, -0.560)
H (-0.359, -2.565, 0.392)
H (1.716, -1.530, -0.164)
H (1.851, 0.326, -1.463)
H (0.198, 0.343, -1.788)



[4]
ORCA calculation (ωB97M-V/def2-TZVPD) on a molecular structure, C23H26N4PPtS2.

Charge = +3
HOMO energy = -17.3 eV
Energy above the lowest of the compared OMol25 structures with the same formula, charge and spin = 6.1 kcal per mole

Cartesian coordinates (Å):
Pt (-0.180, 0.355, -0.246)
C (3.530, -1.642, 1.154)
C (3.371, -0.350, 1.672)
C (2.113, 0.137, 1.934)
C (0.975, -0.679, 1.686)
C (1.148, -1.960, 1.113)
C (2.430, -2.431, 0.862)
P (-0.662, -0.029, 1.963)
C (-0.942, 1.023, 3.331)
C (-0.026, 1.097, 4.390)
C (-0.327, 1.903, 5.473)
C (-1.515, 2.624, 5.496)
C (-2.426, 2.542, 4.446)
C (-2.150, 1.737, 3.358)
C (-1.903, -1.137, 1.357)
C (-2.833, -2.056, 1.830)
C (-3.564, -2.749, 0.875)
C (-3.362, -2.531, -0.488)
C (-2.431, -1.603, -0.968)
C (-1.712, -0.936, -0.005)
H (4.528, -2.030, 0.991)
H (4.238, 0.261, 1.882)
H (1.990, 1.130, 2.348)
H (0.289, -2.598, 0.943)
H (2.565, -3.435, 0.480)
H (0.888, 0.517, 4.384)
H (0.361, 1.962, 6.305)
H (-1.741, 3.251, 6.348)
H (-3.351, 3.101, 4.484)
H (-2.863, 1.657, 2.546)
H (-2.990, -2.219, 2.889)
H (-4.304, -3.471, 1.192)
H (-3.944, -3.099, -1.202)
H (-2.284, -1.451, -2.029)
C (-1.288, 3.672, -4.245)
N (-1.144, 3.267, -2.843)
C (-1.849, 2.323, -2.277)
N (-2.747, 1.623, -2.946)
S (-1.680, 2.052, -0.526)
H (-0.621, 4.507, -4.431)
H (-2.311, 3.995, -4.440)
H (-1.016, 2.847, -4.904)
H (-0.498, 3.770, -2.252)
H (-2.950, 1.798, -3.921)
H (-3.351, 0.989, -2.447)
S (0.868, 0.548, -2.414)
C (2.122, -0.642, -2.625)
N (1.961, -1.953, -2.673)
C (3.232, -2.649, -2.942)
C (4.145, -1.482, -3.364)
N (3.372, -0.317, -2.897)
H (1.072, -2.404, -2.542)
H (3.110, -3.389, -3.728)
H (3.586, -3.144, -2.038)
H (4.271, -1.426, -4.445)
H (5.124, -1.518, -2.893)
H (3.673, 0.640, -2.997)



[5]
ORCA calculation (ωB97M-V/def2-TZVPD) on 8 unconnected molecules or ions with the total composition BF4H14O7 in a non-equilibrium geometry.

Charge = -1
HOMO energy = -7.9 eV
Energy above the lowest of the compared OMol25 structures with the same formula, charge and spin = 40.5 kcal per mole

Cartesian coordinates (Å):
B (0.832, 0.192, 0.181)
F (1.356, 1.180, 0.929)
F (-0.541, 0.379, -0.016)
F (1.534, 0.061, -0.982)
F (0.969, -0.950, 0.934)
O (3.768, 4.499, -2.215)
H (4.612, 4.130, -2.474)
H (3.333, 3.793, -1.737)
O (-3.814, -1.074, -3.582)
H (-3.323, -0.796, -2.808)
H (-3.529, -1.976, -3.734)
O (2.347, -2.076, -5.987)
H (2.523, -1.630, -5.158)
H (1.493, -2.491, -5.859)
O (-5.889, 1.468, 2.286)
H (-5.452, 1.902, 1.553)
H (-5.433, 0.632, 2.375)
O (1.851, 5.747, 3.768)
H (0.948, 5.946, 4.015)
H (1.808, 4.871, 3.385)
O (-1.279, -1.877, 5.592)
H (-0.722, -2.639, 5.748)
H (-0.875, -1.433, 4.846)
O (0.792, -5.954, -0.481)
H (1.347, -5.196, -0.300)
H (1.344, -6.709, -0.279)



[6]
ORCA calculation (ωB97M-V/def2-TZVPD) on 2 unconnected molecules or ions with the total composition C20H41NO5S2 in a non-equilibrium geometry.

Charge = 0
HOMO energy = -8.8 eV

Cartesian coordinates (Å):
C (0.534, 4.268, -3.634)
C (-0.274, 4.306, -2.295)
C (-1.622, 5.089, -2.451)
C (-2.920, 4.228, -2.281)
C (-3.688, 4.667, -0.985)
C (-3.778, 3.592, 0.154)
C (-2.569, 2.610, 0.239)
C (-3.020, 1.218, -0.338)
C (-2.212, 0.022, 0.239)
C (-0.730, 0.173, -0.174)
O (-0.052, 0.877, 0.860)
C (1.167, 1.464, 0.380)
C (0.001, -1.168, -0.481)
O (-0.803, -2.122, -1.128)
C (-0.318, -2.500, -2.421)
C (-0.772, -3.957, -2.747)
O (-0.192, -4.287, -4.005)
C (0.839, -5.253, -3.891)
C (2.172, -4.670, -3.361)
O (0.446, -1.744, 0.750)
C (1.477, -2.657, 0.482)
N (2.021, -3.183, 1.786)
C (2.664, -2.326, 2.307)
S (3.403, -1.271, 3.220)
H (0.801, 5.275, -3.989)
H (0.005, 3.655, -4.382)
H (1.490, 3.746, -3.423)
H (0.357, 4.895, -1.602)
H (-0.384, 3.266, -1.952)
H (-1.633, 5.497, -3.483)
H (-1.590, 5.973, -1.794)
H (-3.578, 4.501, -3.128)
H (-2.751, 3.145, -2.362)
H (-3.313, 5.606, -0.545)
H (-4.733, 4.887, -1.284)
H (-4.737, 3.053, 0.113)
H (-3.791, 4.154, 1.111)
H (-2.257, 2.405, 1.281)
H (-1.677, 2.991, -0.282)
H (-4.083, 1.027, -0.094)
H (-2.951, 1.243, -1.442)
H (-2.675, -0.893, -0.177)
H (-2.353, -0.053, 1.332)
H (-0.720, 0.757, -1.122)
H (1.148, 2.544, 0.596)
H (1.314, 1.330, -0.708)
H (2.010, 0.944, 0.878)
H (0.920, -0.915, -1.057)
H (-0.807, -1.840, -3.163)
H (0.782, -2.493, -2.495)
H (-0.495, -4.663, -1.942)
H (-1.875, -3.948, -2.805)
H (0.558, -6.126, -3.268)
H (1.037, -5.638, -4.907)
H (2.149, -4.479, -2.272)
H (3.029, -5.341, -3.549)
H (2.409, -3.719, -3.872)
H (1.120, -3.542, -0.079)
H (2.306, -2.213, -0.106)
C (4.531, -2.844, 7.510)
S (3.645, -1.384, 8.080)
O (3.402, -1.552, 9.537)
C (2.102, -1.758, 7.230)
H (5.523, -2.837, 7.958)
H (3.999, -3.745, 7.819)
H (4.623, -2.814, 6.424)
H (1.724, -2.728, 7.556)
H (2.272, -1.763, 6.152)
H (1.378, -0.984, 7.478)



[7]
ORCA calculation (ωB97M-V/def2-TZVPD) on a molecular structure, C39H58CrN4O4.

Charge = +1
HOMO energy (alpha / beta) = -10.4 / -10.4 eV
Spin multiplicity = 2
Expectation value of S² = 0.8891

Cartesian coordinates (Å):
Cr (0.219, -0.757, -1.715)
C (-3.634, 3.625, 2.359)
C (-2.913, 4.359, 1.219)
C (-3.892, 5.365, 0.608)
C (-1.714, 5.133, 1.788)
C (-2.402, 3.348, 0.194)
C (-1.601, 2.308, 0.605)
C (-1.114, 1.384, -0.326)
N (-0.383, 0.246, -0.067)
C (0.084, -0.202, 1.081)
C (0.332, 0.501, 2.293)
C (0.661, -0.184, 3.418)
C (0.681, -1.623, 3.363)
C (0.494, -2.376, 2.242)
C (0.273, -1.650, 1.012)
O (0.137, -2.185, -0.117)
C (0.513, -3.904, 2.262)
C (1.610, -4.449, 1.337)
C (0.773, -4.443, 3.670)
C (-0.861, -4.422, 1.802)
C (0.994, 0.570, 4.704)
C (2.210, 1.475, 4.452)
C (1.323, -0.365, 5.870)
C (-0.214, 1.433, 5.103)
C (-1.502, 1.440, -1.687)
O (-1.107, 0.449, -2.461)
C (-2.306, 2.521, -2.129)
C (-2.714, 3.436, -1.173)
C (-2.735, 2.646, -3.591)
C (-3.593, 3.890, -3.842)
C (-1.487, 2.760, -4.479)
C (-3.570, 1.422, -4.002)
H (-4.020, 4.347, 3.081)
H (-4.474, 3.042, 1.976)
H (-2.968, 2.949, 2.898)
H (-4.254, 6.033, 1.390)
H (-3.417, 5.984, -0.156)
H (-4.759, 4.868, 0.167)
H (-2.051, 5.876, 2.513)
H (-1.015, 4.463, 2.294)
H (-1.173, 5.650, 0.993)
H (-1.387, 2.179, 1.654)
H (0.340, 1.582, 2.281)
H (0.882, -2.139, 4.288)
H (2.588, -4.043, 1.605)
H (1.658, -5.535, 1.438)
H (1.410, -4.218, 0.294)
H (1.758, -4.147, 4.040)
H (0.013, -4.114, 4.382)
H (0.747, -5.533, 3.643)
H (-1.077, -4.119, 0.778)
H (-0.872, -5.512, 1.840)
H (-1.655, -4.052, 2.454)
H (3.072, 0.886, 4.133)
H (2.004, 2.224, 3.685)
H (2.477, 2.003, 5.369)
H (2.192, -0.992, 5.657)
H (1.558, 0.235, 6.749)
H (0.479, -1.008, 6.128)
H (-0.452, 2.171, 4.334)
H (-1.099, 0.815, 5.266)
H (0.003, 1.972, 6.026)
H (-3.338, 4.255, -1.492)
H (-3.059, 4.809, -3.595)
H (-3.853, 3.933, -4.900)
H (-4.526, 3.861, -3.275)
H (-0.922, 3.662, -4.231)
H (-0.841, 1.894, -4.352)
H (-1.775, 2.823, -5.530)
H (-4.493, 1.379, -3.419)
H (-3.842, 1.494, -5.057)
H (-3.020, 0.496, -3.850)
N (1.486, 0.933, -2.194)
C (2.260, 0.599, -3.411)
C (1.347, -0.102, -4.399)
N (0.647, -1.201, -3.724)
C (-0.545, -1.679, -4.439)
C (-1.170, -2.743, -3.555)
N (-1.330, -2.160, -2.203)
H (2.125, 1.123, -1.428)
H (0.928, 1.769, -2.346)
H (2.698, 1.489, -3.865)
H (3.067, -0.064, -3.110)
H (0.593, 0.593, -4.769)
H (1.919, -0.459, -5.259)
H (1.275, -2.006, -3.568)
H (-1.227, -0.837, -4.568)
H (-0.286, -2.076, -5.424)
H (-2.119, -3.100, -3.953)
H (-0.485, -3.586, -3.469)
H (-2.203, -1.648, -2.133)
H (-1.337, -2.887, -1.497)
O (2.078, -3.277, -2.457)
C (2.574, -2.516, -1.618)
O (2.069, -1.364, -1.323)
C (3.813, -2.896, -0.881)
C (4.350, -2.069, 0.101)
C (5.468, -2.475, 0.811)
C (6.051, -3.706, 0.544)
C (5.519, -4.532, -0.438)
C (4.402, -4.127, -1.151)
H (3.878, -1.118, 0.312)
H (5.887, -1.833, 1.575)
H (6.923, -4.023, 1.102)
H (5.976, -5.491, -0.645)
H (3.966, -4.758, -1.913)